{"formula": "C43H54F4N4OPbSSi", "method": "ωB97M-V/def2-TZVPD", "e_above_lowest_kcal_mol": 8.3, "energy_ha": -3244.71565, "charge": 2, "orbital_gap_ev": 7.327, "multiplicity": 1, "largest_force_ev_per_a": 0.81, "species": ["Pb", "C", "N", "C", "C", "C", "N", "C", "C", "F", "C", "F", "C", "C", "F", "C", "F", "H", "H", "H", "H", "H", "H", "H", "H", "H", "H", "H", "C", "C", "C", "C", "C", "C", "C", "N", "C", "C", "C", "C", "C", "C", "C", "N", "C", "C", "C", "C", "H", "H", "H", "H", "H", "H", "H", "H", "H", "H", "H", "H", "H", "H", "H", "H", "H", "H", "H", "H", "H", "H", "H", "H", "C", "Si", "C", "C", "H", "H", "H", "H", "H", "H", "H", "H", "H", "O", "S", "C", "C", "C", "C", "C", "C", "C", "C", "C", "C", "C", "C", "H", "H", "H", "H", "H", "H", "H", "H", "H", "H"], "xyz": [[-1.142, 0.738, 1.376], [-2.245, 2.518, 4.356], [-2.797, 1.850, 3.182], [-3.848, 2.653, 2.562], [-3.318, 0.511, 3.525], [-2.270, -0.420, 4.141], [-1.035, -0.309, 3.385], [0.118, -0.817, 3.892], [1.366, -0.277, 3.521], [1.376, 0.839, 2.664], [2.582, -0.764, 3.941], [3.701, -0.167, 3.480], [2.655, -1.831, 4.813], [1.450, -2.371, 5.230], [1.453, -3.413, 6.058], [0.225, -1.897, 4.788], [-0.892, -2.525, 5.185], [-2.977, 2.581, 5.169], [-1.957, 3.535, 4.091], [-1.371, 1.982, 4.717], [-4.739, 2.715, 3.195], [-4.127, 2.217, 1.605], [-3.481, 3.661, 2.392], [-3.717, 0.070, 2.606], [-4.165, 0.597, 4.221], [-2.695, -1.430, 4.134], [-2.103, -0.167, 5.193], [3.596, -2.233, 5.149], [4.623, -2.153, -3.020], [4.272, -2.641, -1.614], [5.437, -2.325, -0.666], [4.047, -4.158, -1.656], [3.035, -1.949, -1.064], [2.350, -2.467, 0.035], [1.266, -1.785, 0.547], [0.809, -0.637, 0.046], [1.439, -0.133, -1.016], [2.547, -0.755, -1.584], [0.879, 1.110, -1.610], [0.838, 1.251, -2.992], [0.227, 2.359, -3.569], [-0.299, 3.298, -2.685], [-0.207, 3.084, -1.325], [0.368, 2.014, -0.775], [0.055, 2.513, -5.073], [0.430, 3.937, -5.499], [-1.425, 2.248, -5.390], [0.916, 1.522, -5.855], [5.469, -2.724, -3.396], [4.917, -1.104, -3.034], [3.797, -2.291, -3.717], [6.326, -2.868, -0.979], [5.207, -2.621, 0.356], [5.672, -1.262, -0.674], [4.871, -4.630, -2.187], [3.125, -4.415, -2.174], [4.014, -4.597, -0.661], [2.652, -3.393, 0.498], [0.731, -2.177, 1.401], [3.030, -0.289, -2.428], [1.245, 0.472, -3.613], [-0.800, 4.183, -3.043], [-0.635, 3.801, -0.639], [-0.231, 4.686, -5.069], [0.352, 4.024, -6.582], [1.454, 4.181, -5.217], [-2.076, 2.935, -4.851], [-1.706, 1.230, -5.122], [-1.604, 2.383, -6.456], [1.974, 1.619, -5.612], [0.804, 1.716, -6.920], [0.612, 0.490, -5.686], [1.441, 4.119, 1.953], [2.564, 2.799, 2.531], [3.665, 1.961, 1.340], [2.779, 2.598, 4.332], [1.912, 5.071, 2.215], [0.489, 4.095, 2.483], [1.279, 4.086, 0.877], [4.677, 2.354, 1.469], [3.345, 2.139, 0.313], [3.711, 0.898, 1.551], [3.138, 3.536, 4.760], [3.473, 1.800, 4.583], [1.807, 2.400, 4.790], [-3.096, 0.623, -0.192], [-4.170, -0.296, -0.748], [-4.232, -1.626, 0.428], [-5.451, -1.921, 1.010], [-5.504, -2.889, 2.007], [-4.347, -3.528, 2.414], [-3.124, -3.223, 1.821], [-3.064, -2.275, 0.819], [-3.403, -1.084, -2.146], [-4.220, -1.738, -3.055], [-3.639, -2.359, -4.150], [-2.264, -2.313, -4.328], [-1.461, -1.639, -3.419], [-2.029, -1.012, -2.321], [-6.344, -1.399, 0.702], [-6.450, -3.134, 2.467], [-4.392, -4.275, 3.192], [-2.228, -3.740, 2.134], [-2.125, -2.062, 0.320], [-5.291, -1.762, -2.919], [-4.263, -2.873, -4.865], [-1.820, -2.798, -5.185], [-0.391, -1.598, -3.566], [-1.420, -0.460, -1.621]]}